Entry 1:
Molecular formula: C4H13NO3
Method: DFT, ωB97M-V with the def2-TZVPD basis set

Positions of all 21 atoms, in Å:
C 1.82 -1.71 -0.47
C 0.67 -1.60 0.49
C 0.48 -2.49 1.49
C -1.08 -0.14 0.96
N -0.34 -0.62 0.05
H 2.44 -2.51 -0.26
H 1.44 -1.54 -1.42
H 2.64 -0.91 -0.35
H -0.23 -2.20 2.29
H 1.30 -3.20 1.70
H -2.03 0.27 0.61
H -0.74 -0.06 1.99
H -1.12 -0.36 -3.03
H -0.62 0.04 -1.66
O -0.80 0.42 -2.54
H -1.39 3.86 0.35
H -0.61 3.19 1.51
O -1.48 3.52 1.30
H 0.26 1.53 -0.56
H -0.47 2.13 -1.65
O -0.14 2.37 -0.80

The calculation puts the maximum force at 3.711 eV Å⁻¹. The HOMO-LUMO gap comes out at 0.3557 Eh. The HOMO energy comes out at -9.65 eV. The charge is 0. Its SMILES is C=NC(=C)C.O.O.O. The relative energy (zero: lowest compared OMol25 entry of this formula, charge and spin) is 294.6 kJ/mol.


Entry 2:
Molecular formula: C4H13NO3
Method: DFT, ωB97M-V with the def2-TZVPD basis set

Positions of all 21 atoms, in Å:
C -0.80 0.91 -1.20
C -1.01 0.62 -2.73
C 0.61 1.04 -0.63
N 1.29 2.16 -0.93
C 2.56 2.59 -0.33
O 1.16 0.11 -0.08
H -1.22 0.01 -0.64
H -1.52 1.65 -0.82
H -0.16 0.29 -3.21
H -1.87 -0.11 -2.82
H -1.37 1.50 -3.14
H 1.06 2.80 -1.73
H 2.98 1.81 0.37
H 2.35 3.54 0.15
H 3.20 2.83 -1.24
H -0.71 -1.12 1.56
H 0.73 -1.18 1.18
O 0.20 -1.41 1.92
H -3.36 -4.92 2.31
H -2.36 -4.37 3.22
O -3.23 -4.80 3.25

The calculation puts the maximum force at 4.071 eV Å⁻¹. The HOMO-LUMO gap comes out at 0.3835 Eh. The HOMO energy comes out at -9.85 eV. The charge is 0. Its SMILES is CCC(=O)NC.O.O. The relative energy (zero: lowest compared OMol25 entry of this formula, charge and spin) is 160.9 kJ/mol.


Entry 3:
Molecular formula: C4H13NO3
Method: DFT, ωB97M-V with the def2-TZVPD basis set

Positions of all 21 atoms, in Å:
C 0.14 -1.50 0.87
N -0.65 -0.44 0.20
C -0.63 0.70 1.19
C -2.01 -1.00 -0.18
C -1.81 -1.88 -1.44
O -2.55 -2.16 -2.33
H -0.28 -2.18 1.71
H 0.46 -2.19 0.10
H 1.12 -1.20 1.26
H 0.37 1.01 1.43
H -1.14 0.57 2.14
H -1.08 1.52 0.61
H -2.74 -0.20 -0.41
H -2.30 -1.53 0.74
H -0.75 -2.24 -1.55
H 0.83 1.36 -1.99
H 1.90 1.96 -1.01
O 1.58 1.89 -1.85
H 3.81 2.07 0.03
H 2.84 3.21 0.15
O 2.91 2.24 0.33

The calculation puts the maximum force at 4.870 eV Å⁻¹. The HOMO-LUMO gap comes out at 0.3599 Eh. The HOMO energy comes out at -9.24 eV. The charge is 0. Its SMILES is CN(C)CC=O.O.O. The relative energy (zero: lowest compared OMol25 entry of this formula, charge and spin) is 294.7 kJ/mol.


Copy entry 3 word for word.
Molecular formula: C4H13NO3
Method: DFT, ωB97M-V with the def2-TZVPD basis set

Positions of all 21 atoms, in Å:
C 0.14 -1.50 0.87
N -0.65 -0.44 0.20
C -0.63 0.70 1.19
C -2.01 -1.00 -0.18
C -1.81 -1.88 -1.44
O -2.55 -2.16 -2.33
H -0.28 -2.18 1.71
H 0.46 -2.19 0.10
H 1.12 -1.20 1.26
H 0.37 1.01 1.43
H -1.14 0.57 2.14
H -1.08 1.52 0.61
H -2.74 -0.20 -0.41
H -2.30 -1.53 0.74
H -0.75 -2.24 -1.55
H 0.83 1.36 -1.99
H 1.90 1.96 -1.01
O 1.58 1.89 -1.85
H 3.81 2.07 0.03
H 2.84 3.21 0.15
O 2.91 2.24 0.33

The calculation puts the maximum force at 4.870 eV Å⁻¹. The HOMO-LUMO gap comes out at 0.3599 Eh. The HOMO energy comes out at -9.24 eV. The charge is 0. Its SMILES is CN(C)CC=O.O.O. The relative energy (zero: lowest compared OMol25 entry of this formula, charge and spin) is 294.7 kJ/mol.


Which of these has the lowest maximum force? number 1


Copy entry 3 word for word.
Molecular formula: C4H13NO3
Method: DFT, ωB97M-V with the def2-TZVPD basis set

Positions of all 21 atoms, in Å:
C 0.14 -1.50 0.87
N -0.65 -0.44 0.20
C -0.63 0.70 1.19
C -2.01 -1.00 -0.18
C -1.81 -1.88 -1.44
O -2.55 -2.16 -2.33
H -0.28 -2.18 1.71
H 0.46 -2.19 0.10
H 1.12 -1.20 1.26
H 0.37 1.01 1.43
H -1.14 0.57 2.14
H -1.08 1.52 0.61
H -2.74 -0.20 -0.41
H -2.30 -1.53 0.74
H -0.75 -2.24 -1.55
H 0.83 1.36 -1.99
H 1.90 1.96 -1.01
O 1.58 1.89 -1.85
H 3.81 2.07 0.03
H 2.84 3.21 0.15
O 2.91 2.24 0.33

The calculation puts the maximum force at 4.870 eV Å⁻¹. The HOMO-LUMO gap comes out at 0.3599 Eh. The HOMO energy comes out at -9.24 eV. The charge is 0. Its SMILES is CN(C)CC=O.O.O. The relative energy (zero: lowest compared OMol25 entry of this formula, charge and spin) is 294.7 kJ/mol.